No. 1
The following is a quantum chemistry calculation of a cluster of 3 separate species, C6H20FN2O11PS3 in total in a non-equilibrium geometry, from OMol25.

```
! wB97M-V def2-TZVPD RIJCOSX def2/J DEFGRID3
* xyz 0 1
N 2.0598 -3.2612 -2.4271
N 2.1661 -4.5688 -2.9694
P 2.6957 -5.5978 -1.6372
O 2.4423 -5.0426 -0.3452
O 2.0520 -7.0348 -1.7455
O 4.2655 -5.7544 -1.8705
S 0.7416 -5.0826 -3.6969
O 0.4958 -4.1928 -4.7413
O 0.8221 -6.4278 -4.0786
F -0.3685 -4.8582 -2.6577
H 1.1023 -2.9998 -2.2087
H 2.3901 -2.5777 -3.1015
H 2.3847 -7.5140 -2.5305
H 4.4040 -5.8862 -2.8293
C -0.4577 1.6846 -4.3670
C 0.6339 2.0461 -3.3787
O 0.1914 1.9588 -2.0100
S 0.0164 0.5086 -1.3751
C -0.1692 1.0166 0.2971
O 1.2474 -0.2105 -1.5250
O -1.2146 -0.0564 -1.8305
H -0.7303 0.6329 -4.2910
H -0.1206 1.8727 -5.3867
H -1.3579 2.2685 -4.1754
H 1.5210 1.4269 -3.5235
H 0.9347 3.0815 -3.5270
H 0.7566 1.4749 0.6324
H -0.3847 0.1267 0.8843
H -0.9981 1.7155 0.3635
C -1.3856 1.5869 5.8670
C -2.2125 2.8467 6.0313
O -1.7666 3.9175 5.1727
S -2.1145 3.8224 3.6242
C -1.6664 5.4702 3.1972
O -3.5258 3.6582 3.4743
O -1.2015 2.9191 2.9939
H -1.5228 1.1480 4.8798
H -1.6783 0.8445 6.6096
H -0.3240 1.8062 5.9814
H -3.2723 2.6505 5.8615
H -2.1115 3.2216 7.0478
H -2.3378 6.1594 3.7012
H -1.7682 5.5610 2.1180
H -0.6342 5.6396 3.4919
*
```

- SMILES: NN(P(=O)(O)O)S(=O)(=O)F.CCOS(C)(=O)=O.CCOS(C)(=O)=O
- Lowest unoccupied orbital energy: 0.21 eV
- F_max: 2.54 eV Å⁻¹

=====

No. 2
The following is a quantum chemistry calculation of a cluster of 4 separate species, C6H20N2O3 in total in a non-equilibrium geometry, from OMol25.

```
! wB97M-V def2-TZVPD RIJCOSX def2/J DEFGRID3
* xyz 0 1
C 0.5162 -0.1749 1.5440
C 1.3965 -0.0275 0.3700
C 2.6914 0.3952 0.4584
N 3.6122 0.3680 -0.5305
C 0.6378 -0.1255 -0.8397
C 0.0858 1.3708 -1.0842
C -1.4446 1.5084 -1.0680
N -2.4728 0.4494 -0.8582
H -0.1351 -0.9694 1.6202
H -0.1977 0.6109 1.4278
H 1.1864 0.0613 2.5652
H 3.1711 0.8493 1.4863
H 4.4780 0.9565 -0.5597
H 3.2490 0.5100 -1.5324
H 1.2393 -0.2020 -1.7571
H -0.0660 -0.8505 -0.7448
H 0.3574 2.1662 -0.2447
H 0.3942 1.8777 -2.0861
H -1.7126 2.4149 -0.4596
H -1.7648 1.8694 -2.0310
H -2.7596 0.4965 0.0671
H -2.0244 -0.4326 -1.0233
O 1.7167 -2.6559 -1.9820
H 1.2313 -3.2998 -2.5158
H 1.7708 -2.8233 -1.0692
O -2.0156 0.2615 2.8389
H -1.6101 1.0402 3.1769
H -2.5273 0.5547 2.1000
O -3.1071 -2.2826 0.6808
H -3.7083 -1.6911 1.1255
H -2.1883 -2.2257 0.9251
*
```

- SMILES: C/C(=C/N)CCCN.O.O.O
- Energy relative to the best compared isomer or geometry (same formula, charge and spin): 83.8 kcal per mole
- Lowest unoccupied orbital energy: 0.45 eV
- F_max: 6.09 eV Å⁻¹